1.
ORCA calculation (ωB97M-V/def2-TZVPD) on a cluster of 5 separate species, C31H70O14Si in total.

The calculation puts the strongest force on any atom at 4.39 eV/Å. The value obtained for the HOMO energy is -8.87 eV. The calculation puts the total energy at -69815.8137 eV. The SMILES is C[Si](C)(C)[C@@H]1COC(=O)C1.COCCOCCOC.COCCOCCOC.COCCOCCOC.COCCOCCOC. For the energy above the lowest of the compared OMol25 structures with the same formula, charge and spin, the calculation gives 2.5944 eV. The value obtained for the gap between HOMO and LUMO is 9.314 eV.

Geometry as ORCA input:
```
! wB97M-V def2-TZVPD RIJCOSX def2/J DEFGRID3
* xyz 0 1
C 7.92780 0.60432 -3.08335
Si 6.59559 -0.67239 -3.64498
C 7.02933 -2.32458 -2.71051
C 6.82473 -1.00933 -5.54456
C 4.79022 -0.11125 -3.33190
C 3.93077 -1.49053 -3.19311
O 2.65452 -1.40082 -3.91699
C 2.47622 0.01868 -4.12437
O 1.40271 0.61748 -3.98954
C 3.94287 0.58650 -4.49796
H 8.76436 0.56058 -3.87012
H 8.38044 0.23946 -2.08843
H 7.51131 1.65646 -2.94902
H 7.96603 -2.14882 -2.06603
H 6.20100 -2.61583 -1.98740
H 7.28736 -3.12844 -3.47602
H 7.25838 -2.06644 -5.61032
H 7.59219 -0.31121 -6.01526
H 5.82302 -1.02981 -6.10020
H 4.72462 0.65085 -2.48940
H 3.85071 -1.63914 -2.06834
H 4.46545 -2.29589 -3.81327
H 3.79798 1.70346 -4.30821
H 4.27387 0.50577 -5.58067
C 0.40598 1.92239 -6.64836
O -0.64480 2.76602 -7.09221
C -1.90299 2.47485 -6.49802
C -2.60501 3.74254 -6.01371
O -1.97584 4.43642 -4.93763
C -0.71081 5.04888 -5.19557
C -0.71976 6.19909 -6.20061
O -0.98966 5.74321 -7.52084
C -1.95626 6.51561 -8.20928
H 0.44105 1.01843 -7.26555
H 1.34460 2.46703 -6.76924
H 0.30520 1.65654 -5.59548
H -1.80177 1.77561 -5.66056
H -2.52372 1.99877 -7.26381
H -3.58503 3.44176 -5.62588
H -2.81865 4.42156 -6.83811
H 0.03233 4.29634 -5.45043
H -0.39319 5.46260 -4.23218
H 0.27116 6.66447 -6.21558
H -1.45415 6.94715 -5.88628
H -2.75839 6.85700 -7.54891
H -2.40264 5.88482 -8.98055
H -1.47290 7.37230 -8.69376
C -0.42338 -7.36341 0.58834
O -0.24704 -5.95728 0.56911
C 0.84854 -5.50506 1.35471
C 1.70546 -4.49128 0.59800
O 2.40505 -4.98678 -0.54240
C 1.62614 -5.40113 -1.66792
C 0.83938 -4.29914 -2.37387
O -0.22412 -3.81245 -1.56544
C -0.30503 -2.39894 -1.51837
H -1.05108 -7.64756 1.43881
H -0.93223 -7.64809 -0.33415
H 0.52925 -7.89878 0.62660
H 1.48021 -6.33775 1.68377
H 0.43440 -5.02149 2.24522
H 2.48688 -4.15014 1.28695
H 1.13691 -3.59762 0.34342
H 0.99125 -6.24394 -1.40315
H 2.35225 -5.79397 -2.38809
H 0.39130 -4.70948 -3.28457
H 1.52147 -3.49022 -2.65264
H 0.68245 -1.92864 -1.50906
H -0.81695 -2.12241 -0.59393
H -0.89284 -2.03159 -2.36738
C -1.63014 -1.24766 3.56234
O -1.45167 0.15867 3.54362
C -0.35956 0.60992 4.33518
C 0.50102 1.62167 3.58014
O 1.20389 1.12247 2.44415
C 0.42767 0.70642 1.31817
C -0.35641 1.80672 0.60602
O -1.42257 2.29767 1.40994
C -1.50593 3.71079 1.45358
H -2.26296 -1.53087 4.40962
H -2.13435 -1.53210 2.63718
H -0.67838 -1.78437 3.60602
H 0.27000 -0.22273 4.66868
H -0.77828 1.09472 5.22306
H 1.27974 1.96400 4.27138
H -0.06572 2.51496 3.32128
H -0.20848 -0.13518 1.58451
H 1.15528 0.31000 0.60130
H -0.80196 1.39235 -0.30399
H 0.32743 2.61386 0.32595
H -0.51915 4.18226 1.46522
H -2.02101 3.98836 2.37545
H -2.09116 4.07619 0.60164
C -2.03086 1.01482 8.73119
O -3.33518 1.02212 8.17742
C -3.46643 0.22475 7.00659
C -4.71343 -0.65612 7.06189
O -4.71859 -1.67557 8.05998
C -4.76067 -1.26210 9.42739
C -6.03367 -0.54151 9.86665
O -6.14355 0.74472 9.26905
C -7.42295 1.01972 8.72764
H -1.42248 1.79311 8.25939
H -2.11961 1.23608 9.79619
H -1.54398 0.04104 8.62885
H -2.58523 -0.40702 6.84649
H -3.55278 0.90730 6.15527
H -4.77480 -1.19027 6.10673
H -5.62274 -0.05922 7.11576
H -3.86798 -0.69486 9.68207
H -4.69632 -2.18926 10.00723
H -6.00065 -0.39262 10.95076
H -6.90164 -1.16222 9.62390
H -7.87468 0.13666 8.26706
H -7.30304 1.77828 7.95164
H -8.08053 1.41875 9.50896
*
```

Results of the Löwdin charge analysis, in e, for atoms 1 through 4: atom 1 (C): -0.212, atom 2 (Si): 0.568, atom 3 (C): -0.195, atom 4 (C): -0.194

=====

2.
ORCA calculation (ωB97M-V/def2-TZVPD) on a cluster of 5 separate species, C31H71NO19P5 in total.

The calculation puts the strongest force on any atom at 9.13 eV/Å. The value obtained for the HOMO energy is -3.36 eV. The calculation puts the total energy at -120124.9046 eV. For the energy above the lowest of the compared OMol25 structures with the same formula, charge and spin, the calculation gives 0.0000 eV. The value obtained for the gap between HOMO and LUMO is 2.082 eV.

Geometry as ORCA input:
```
! wB97M-V def2-TZVPD RIJCOSX def2/J DEFGRID3
* xyz -1 1
C -2.35456 4.14363 -1.49049
C -3.70552 3.65626 -2.19972
C -4.02316 2.15412 -1.76334
C -2.90379 1.22051 -2.42099
O -1.82276 0.92286 -1.56055
P -2.19904 -0.24412 -0.32449
C -1.43391 -1.71051 -1.34610
N -0.86753 -1.30432 -2.67832
C -2.70280 -1.51203 1.06509
C -4.03479 -2.29728 0.75520
C -5.34103 -1.39386 0.88147
C -6.22270 -1.65117 -0.39826
O -7.25434 -2.29207 -0.35087
O -5.80069 -1.16840 -1.64705
C -6.03378 -2.17400 -2.65859
C -5.34576 -1.83110 -4.03305
C -0.58863 0.06240 0.65232
C 0.33731 1.22483 0.12477
C 1.26416 0.81201 -1.08096
C 1.92337 -0.48206 -1.20325
C 2.74639 -0.70985 -2.47725
C 2.86091 0.31242 -3.52166
C 2.19324 1.61169 -3.36771
C 1.41584 1.82221 -2.14879
H -2.45105 5.21128 -1.16474
H -1.46286 4.02784 -2.17251
H -2.14692 3.50022 -0.59585
H -3.48764 3.72939 -3.30788
H -4.55597 4.35632 -1.99829
H -5.02985 1.84807 -2.17393
H -3.98684 2.15903 -0.64629
H -2.46577 1.84390 -3.26365
H -3.34901 0.31711 -2.93434
H -3.48251 -0.51241 -0.93551
H -2.83986 0.78116 0.50732
H -2.25923 -2.47653 -1.51722
H -0.61901 -2.25477 -0.79638
H -1.61587 -1.48782 -3.35959
H -0.13428 -1.98333 -2.93120
H -2.85189 -0.97774 2.05322
H -1.88216 -2.26565 1.25165
H -4.04871 -2.76710 -0.26526
H -4.14659 -3.14400 1.50138
H -5.00081 -0.31654 0.80365
H -5.92120 -1.56178 1.82135
H -5.54713 -3.11857 -2.28378
H -7.12892 -2.32947 -2.87322
H -6.02656 -1.30009 -4.75628
H -5.10603 -2.82224 -4.52350
H -4.37200 -1.28762 -3.93226
H -0.88227 0.34662 1.71098
H 0.06459 -0.85377 0.77901
H 1.06990 1.45402 0.96600
H -0.19296 2.19614 -0.06329
H 1.81160 -1.24615 -0.40065
H 3.24638 -1.69992 -2.63907
H 3.43898 0.11829 -4.46306
H 2.22321 2.44890 -4.09960
H 0.89836 2.80403 -2.03030
C 5.33507 -6.21217 2.56940
O 4.07364 -5.53138 2.54801
P 3.85674 -4.45064 1.24497
O 2.62865 -3.81260 1.84293
O 3.46462 -5.66567 0.23048
C 2.44048 -6.57449 0.60525
O 3.94059 -3.40635 -0.08792
C 4.58547 -2.15564 0.17748
H 5.31348 -6.96034 3.36116
H 5.52293 -6.71174 1.61396
H 6.13639 -5.49960 2.77540
H 1.76004 -6.14988 1.34441
H 2.88813 -7.48667 1.00637
H 1.87282 -6.83385 -0.28820
H 5.58892 -2.33346 0.57114
H 4.00773 -1.57802 0.90158
H 4.64905 -1.59227 -0.75120
C 4.09866 9.24967 -5.18330
O 3.42362 8.20660 -5.89382
P 3.55393 6.65279 -5.19540
O 3.00474 5.94910 -6.41127
O 2.37533 6.97417 -4.11922
C 1.12486 7.46364 -4.58404
O 3.90445 5.23175 -4.33894
C 5.15733 4.63880 -4.69236
H 3.84242 10.20329 -5.64393
H 3.78958 9.26871 -4.13404
H 5.17935 9.10361 -5.24519
H 0.94421 7.21157 -5.62966
H 1.08665 8.54817 -4.46068
H 0.33887 7.02015 -3.97360
H 5.96429 5.35963 -4.54611
H 5.13913 4.30707 -5.73262
H 5.32974 3.77795 -4.04761
C 9.99832 -7.08111 7.36986
O 8.83261 -6.97268 6.54501
P 7.60592 -8.11512 6.86867
O 6.83969 -7.79787 5.60928
O 7.06778 -7.23954 8.13199
C 6.77074 -5.86172 7.94471
O 6.57963 -9.37491 7.35792
C 6.85339 -10.63630 6.74218
H 10.64845 -6.23212 7.16189
H 9.72735 -7.06866 8.42961
H 10.53366 -8.00425 7.13841
H 6.56268 -5.62073 6.90166
H 7.60743 -5.25499 8.29689
H 5.89390 -5.61910 8.54398
H 7.88732 -10.93296 6.92799
H 6.67158 -10.58031 5.66700
H 6.18991 -11.38233 7.17743
C -6.99441 6.15160 3.60488
O -6.47177 6.22606 2.27472
P -7.33242 5.32492 1.10623
O -6.25854 5.46358 0.06028
O -8.45613 6.50224 0.97200
C -8.03402 7.83357 0.72280
O -8.32722 4.32211 0.16838
C -7.96380 2.93462 0.19441
H -6.44917 6.85795 4.23022
H -8.05733 6.41146 3.62052
H -6.85675 5.14419 4.00306
H -7.04480 7.87564 0.26500
H -8.02441 8.39697 1.65864
H -8.75429 8.29811 0.04924
H -7.95664 2.56372 1.22064
H -6.98022 2.79170 -0.25796
H -8.70321 2.37491 -0.37654
*
```

Results of the Löwdin charge analysis, in e, for atoms 1 through 4: atom 1 (C): -0.114, atom 2 (C): -0.251, atom 3 (C): -0.188, atom 4 (C): -0.301

=====

Respective E_LUMO values: 0.444, -1.281 eV.